DFT (ωB97M-V with the def2-TZVPD basis set) results for C6H15NNiO10S2 as an isolated structure in a non-equilibrium geometry.

CARTESIAN COORDINATES (ANGSTROEM)
O -27.8659 15.2293 12.9361
O -28.9347 16.5405 9.2001
N -26.0593 12.5898 10.7174
H -25.6051 15.8624 14.0311
O -30.1136 14.7999 13.0686
H -24.2421 16.2438 13.2641
C -24.2942 13.9008 11.7325
H -28.6376 11.7106 10.1154
H -25.8420 11.7223 11.1868
H -29.4648 9.6984 10.7763
Ni -27.1379 14.2690 11.4299
H -23.4881 14.5276 11.3512
O -28.4377 13.1293 12.5449
H -25.0571 14.0932 9.7011
O -27.6290 9.8493 10.0200
O -25.3393 14.6290 12.4301
C -28.8312 9.0959 10.1255
S -27.8490 15.5472 9.2223
H -26.8878 12.8947 8.7821
O -28.3659 14.3825 9.9656
H -29.3734 8.9726 9.1881
H -28.6877 8.1308 10.6113
S -28.8063 14.2568 13.4226
C -26.5711 12.0559 9.4020
C -24.7917 13.3031 10.4036
H -24.1945 14.7554 14.2005
H -28.2748 11.0150 8.5627
H -23.8742 13.1224 12.3695
C -27.8484 11.2218 9.5443
O -28.7425 13.9967 14.8519
C -24.8017 15.3414 13.5104
O -26.7697 15.7823 10.1406
O -27.3622 15.1126 7.9363
H -25.7019 11.5666 8.9624
H -24.0328 12.6398 9.9888

The multiplicity is 3. As for the gap between HOMO and LUMO (alpha / beta): 6.0291 / 6.0439 eV. For the max |F|, the calculation gives 6.27 eV/Å. Its expectation value of S² is 2.004. The value obtained for the LUMO energy (alpha / beta) is 4.860 / 4.857 eV. Its net charge is -2.

Löwdin population analysis, charges in e, atoms 1 to 5: atom 1 (O): -0.38, atom 2 (O): -0.37, atom 3 (N): -0.06, atom 4 (H): 0.09, atom 5 (O): -0.39